# 1
ORCA calculation (wB97M-V/def2-TZVPD) on a 2-piece molecular cluster, C27H35O3Si overall at a distorted geometry.

Last column: Löwdin charge in e.
CARTESIAN COORDINATES (ANGSTROEM)
C 4.18528 3.44646 -2.44071  -0.1591
Si 2.80103 3.17770 -1.23784  0.4321
C 2.82399 1.45422 -0.53898  -0.1623
C 2.84993 4.50942 0.06714  -0.1618
O 1.36505 3.26434 -2.16664  -0.1469
C 0.16951 3.04085 -1.51987  -0.3343
C -0.41330 1.79986 -1.52762  -0.0598
C -1.80595 1.59580 -1.04477  -0.2109
C -2.91516 2.52967 -1.60532  -0.1934
C -2.96686 3.94921 -1.02160  -0.2210
C -1.79549 4.81854 -1.48320  -0.1879
C -0.45921 4.28376 -0.91320  -0.1317
H 5.16954 3.36101 -1.95406  0.0422
H 4.13227 2.69912 -3.24343  0.0384
H 4.10453 4.44797 -2.88476  0.0420
H 3.72678 1.28611 0.06592  0.0391
H 1.94348 1.27720 0.09593  0.0206
H 2.81290 0.72225 -1.36126  0.0311
H 3.79176 4.45387 0.63483  0.0417
H 2.79851 5.50294 -0.40213  0.0446
H 2.02219 4.41338 0.78338  0.0314
H 0.12099 0.98180 -2.02427  0.1025
H -2.11752 0.56907 -1.29104  0.0996
H -1.85483 1.67620 0.05480  0.1000
H -2.88105 2.60156 -2.70246  0.1201
H -3.88744 2.08081 -1.37034  0.1028
H -3.89753 4.46606 -1.30401  0.1109
H -2.96171 3.91078 0.07888  0.1100
H -1.73291 4.87743 -2.58121  0.1225
H -1.91410 5.85567 -1.11279  0.1150
H -0.59733 4.06178 0.16911  0.1265
H 0.30043 5.08766 -0.98803  0.1107
C -3.88996 -0.68182 5.35466  -0.0902
C -3.70483 -2.14970 4.94632  -0.0811
C -2.70535 -2.06429 3.83568  -0.1296
C -2.34634 -0.70197 3.67098  -0.1703
O -2.99546 0.13915 4.51863  0.0287
C -1.38223 -0.28926 2.72389  0.0391
C -0.76942 -1.24768 1.96114  0.0140
C -1.21622 -2.60816 1.97073  -0.1838
C -0.73475 -3.62196 1.13207  0.0703
C 0.13882 -3.63087 0.03439  -0.1921
C 0.81473 -4.86814 -0.26215  0.0707
C 1.71119 -4.93124 -1.31636  -0.1294
C 1.97152 -3.75721 -2.06576  -0.1745
O 2.93744 -3.91178 -3.00853  0.0253
C 3.39341 -5.31237 -2.94469  -0.0912
C 2.56935 -6.02831 -1.86421  -0.0817
C 1.28851 -2.54056 -1.82897  0.0451
C 0.35175 -2.51256 -0.82390  0.0054
C -2.14170 -3.01148 3.00081  0.0704
H -4.90872 -0.31395 5.19066  0.1316
H -3.63389 -0.48412 6.40125  0.1317
H -3.34781 -2.75299 5.78835  0.1310
H -4.65073 -2.59047 4.61765  0.1302
H -1.13938 0.76792 2.64331  0.1309
H 0.10457 -1.00248 1.33884  0.1245
H -1.01821 -4.61841 1.46634  0.1273
H 0.62528 -5.74594 0.35398  0.1339
H 3.26749 -5.74407 -3.94391  0.1313
H 4.46770 -5.29039 -2.72814  0.1312
H 3.21342 -6.47687 -1.10272  0.1293
H 1.98160 -6.84401 -2.30310  0.1311
H 1.50676 -1.67525 -2.44363  0.1249
H -0.28818 -1.63417 -0.66326  0.1160
H -2.38813 -4.06709 3.11923  0.1351

Output
- Total charge: +1
- E_HOMO: -10.29 eV
- HOMO-LUMO gap: 5.32 eV
- Energy above the lowest of the compared OMol25 structures with the same formula, charge and spin: 0.00 kJ/mol

***

# 2
ORCA calculation (wB97M-V/def2-TZVPD) on C27H36AsFIN2O7SSiSn as an isolated structure.

Last column: Löwdin charge in e.
CARTESIAN COORDINATES (ANGSTROEM)
Sn 0.63198 -0.35556 -0.33181  1.2593
C 3.39835 -4.81170 1.68521  -0.0805
C 3.34334 -3.88930 0.46986  -0.3817
C 2.01289 -4.07536 -0.26773  -0.0716
C 3.55045 -2.42704 0.81381  -0.2413
C 3.16211 -1.89050 2.03446  -0.0571
C 3.28451 -0.52978 2.28529  -0.0586
C 3.80698 0.33901 1.33571  -0.3052
C 3.96180 1.80726 1.61917  -0.0442
C 4.19460 -0.19886 0.10951  -0.0645
C 4.06757 -1.55606 -0.14397  -0.0608
H 3.36281 -5.85591 1.36657  0.0732
H 2.54427 -4.63760 2.34263  0.0626
H 4.31259 -4.65951 2.26188  0.0806
H 4.15075 -4.17507 -0.21348  0.1301
H 1.18648 -3.78772 0.38751  0.0601
H 1.87517 -5.11879 -0.56331  0.0760
H 1.96342 -3.45367 -1.16331  0.0717
H 2.71693 -2.52227 2.78940  0.0911
H 2.94956 -0.13409 3.23832  0.1131
H 4.96469 2.02331 1.99791  0.0806
H 3.23981 2.14298 2.36365  0.0804
H 3.80956 2.40319 0.72089  0.0574
H 4.57530 0.46074 -0.66237  0.1199
H 4.35925 -1.94603 -1.11421  0.1169
C -1.91089 -2.35212 -1.10890  -0.1963
Si -2.63448 -0.62592 -0.93337  0.3524
C -3.18374 -0.08445 -2.63972  -0.1612
C -4.21897 -0.68295 0.09447  -0.1900
N -1.43512 0.32761 -0.12114  -0.2118
C -1.73970 1.50492 0.53336  -0.3262
C -2.79080 2.36714 0.18128  -0.0506
C -3.05078 3.53520 0.88022  -0.1073
C -2.25873 3.91685 1.95314  -0.1047
C -1.20626 3.09305 2.33358  -0.0202
C -0.99341 1.92850 1.64031  -0.2356
F 0.01677 1.10129 2.06220  -0.0207
H -2.68390 -3.04511 -1.45055  0.0332
H -1.50176 -2.75032 -0.17520  -0.0038
H -1.11856 -2.34816 -1.86288  0.0193
H -3.97009 -0.76726 -2.97916  0.0340
H -2.37723 -0.10934 -3.37677  0.0116
H -3.60603 0.92339 -2.63695  0.0180
H -4.83791 -1.52106 -0.23934  0.0202
H -4.79894 0.23146 -0.04881  0.0224
H -4.06860 -0.79276 1.17144  -0.0042
H -3.38646 2.12350 -0.68959  0.0921
H -3.86780 4.16982 0.55824  0.0998
H -2.44488 4.84150 2.48267  0.0935
H -0.54683 3.34191 3.15420  0.1195
O 2.05991 1.42421 -3.83630  -0.2390
As 0.40237 0.97924 -3.53593  0.8806
O -0.36641 0.56877 -4.90828  -0.4568
O 0.43213 -0.27564 -2.39234  -0.6186
C -0.44228 2.58517 -2.80972  -0.2116
C -1.59244 2.93925 -3.50507  -0.1004
C -2.30328 4.08578 -3.16971  -0.0761
C -1.86728 4.89220 -2.13410  -0.0817
C -0.72190 4.55201 -1.42837  -0.0635
C -0.01563 3.40931 -1.76466  -0.2549
S 1.48723 3.10406 -0.86500  0.4812
O 1.49853 3.97590 0.27773  -0.2903
O 2.56701 3.29402 -1.82024  -0.3095
O 1.41294 1.66709 -0.48145  -0.4943
H 2.38457 2.04828 -3.15389  -0.0030
H -1.90672 2.30513 -4.32529  0.0936
H -3.19537 4.34499 -3.72677  0.1015
H -2.41899 5.78377 -1.86279  0.1040
H -0.36917 5.15480 -0.60316  0.1110
N -1.40068 -1.75908 2.58697  0.1836
C -0.88077 -2.98520 2.77573  -0.6406
O 0.29674 -3.20430 2.99760  0.0324
C -1.79560 -4.20213 2.78364  -0.5491
I -3.82401 -3.98718 2.15989  0.8183
H -0.75334 -0.99184 2.46422  0.0804
H -2.31783 -1.65018 2.18426  0.0157
H -1.83482 -4.57977 3.80113  0.0467
H -1.34499 -4.95703 2.14756  0.0492

Output
- Total charge: -1
- E_HOMO: -5.39 eV
- HOMO-LUMO gap: 7.32 eV

***

# 3
ORCA calculation (wB97M-V/def2-TZVPD) on C27H36BrCl5N6O6PS2Tl as an isolated structure.

Last column: Löwdin charge in e.
CARTESIAN COORDINATES (ANGSTROEM)
Tl -0.92186 1.79815 -1.58816  0.8941
O -2.67746 2.67222 1.35432  -0.4152
S -3.32564 2.76560 0.01918  0.2035
O -4.71700 3.19107 0.14415  -0.3857
O -2.50921 3.69717 -0.82578  -0.5198
O -3.23074 1.41516 -0.65725  -0.5200
Cl 7.83555 1.08180 -1.49197  0.5975
C 6.24290 0.63344 -2.01019  -0.7404
C 5.14946 0.74749 -1.14706  -0.7013
Cl 5.40377 1.33862 0.46302  0.6500
C 3.87701 0.39415 -1.55083  -0.5736
Cl 2.53426 0.51696 -0.47086  0.7738
C 3.59767 -0.11382 -2.86204  -0.5131
O 2.44951 -0.46157 -3.22653  -0.1311
C 4.74933 -0.21648 -3.70685  -0.6117
Cl 4.47072 -0.84315 -5.29787  0.6598
C 6.01924 0.14498 -3.29541  -0.7168
Cl 7.35961 -0.01736 -4.38558  0.6193
O -0.34114 0.48938 0.76673  -0.3787
P -0.41963 0.71411 2.22548  0.5755
N 0.77597 -0.11968 3.09121  -0.1829
C 0.80580 -1.57600 2.88733  -0.2132
C 2.18200 -1.85765 2.29399  -0.1882
C 3.05012 -0.81829 2.99944  -0.1820
C 2.14741 0.41671 3.00886  -0.2204
N -1.77746 0.05905 2.90981  -0.1729
C -1.99352 -0.06763 4.34685  -0.2189
C -3.00713 -1.21158 4.42316  -0.1706
C -3.83242 -1.07610 3.12382  -0.1691
C -3.10714 -0.00218 2.28951  -0.1696
N -0.09802 2.29329 2.63184  -0.1734
C -0.84142 2.90481 3.74112  -0.2210
C -0.50950 4.38470 3.60907  -0.1753
C -0.51852 4.57430 2.09309  -0.1689
C 0.13050 3.29581 1.56788  -0.1971
H -0.00509 -1.89264 2.22975  0.0912
H 0.68183 -2.10215 3.84505  0.1062
H 2.16025 -1.64622 1.22144  0.0677
H 2.51369 -2.88704 2.44407  0.1039
H 3.99702 -0.62617 2.49401  0.0848
H 3.26333 -1.14257 4.02329  0.1038
H 2.30002 0.99040 2.08887  0.0534
H 2.35882 1.08415 3.84747  0.1060
H -2.43561 0.84805 4.76039  0.1045
H -1.05890 -0.27015 4.86721  0.1023
H -3.61545 -1.15718 5.32834  0.0940
H -2.47470 -2.16515 4.43496  0.0953
H -4.85948 -0.76609 3.32069  0.1023
H -3.87361 -2.02993 2.59810  0.0021
H -3.60412 0.96418 2.36255  0.1018
H -3.02353 -0.22683 1.22725  0.0899
H -0.52992 2.47767 4.69946  0.1058
H -1.91866 2.75925 3.60852  0.0985
H 0.48792 4.58179 4.01635  0.1020
H -1.22878 5.01667 4.13263  0.1029
H 0.01314 5.46935 1.76689  0.1059
H -1.54306 4.61191 1.72097  0.0963
H 1.20836 3.41501 1.40982  0.1117
H -0.34338 2.99926 0.63711  0.0192
S -1.33740 1.56684 -5.68416  0.5041
C -0.87648 -0.05047 -5.66548  -0.9024
N -1.71980 -0.99182 -6.17443  -0.0095
C -1.56396 -2.42940 -6.03183  -0.1963
C -0.58377 -2.73082 -4.91171  -0.1668
C 0.65813 -1.88349 -5.12148  -0.1886
N 0.28768 -0.48376 -5.17958  0.0311
H -2.60893 -0.61254 -6.44764  0.0972
H -1.19996 -2.86746 -6.96992  0.1071
H -2.54243 -2.86680 -5.82233  0.1132
H -0.33000 -3.79234 -4.90864  0.1126
H -1.03311 -2.47627 -3.94807  0.0968
H 1.16292 -2.18100 -6.04975  0.1174
H 1.37547 -1.98711 -4.31076  0.0903
H 0.89624 0.16833 -4.69131  0.1122
Br -3.85994 -3.49024 0.45317  0.7612
C -2.31729 -2.70552 -0.32806  -0.6481
C -1.07424 -3.27335 -0.11606  -0.1266
C 0.01356 -2.69570 -0.74817  -0.0552
C -0.19875 -1.60352 -1.57834  -0.1765
N -1.40279 -1.06935 -1.76976  0.0335
C -2.44837 -1.58295 -1.13027  -0.1854
H -0.96534 -4.13591 0.52869  0.0993
H 1.01511 -3.07987 -0.60219  0.1069
H 0.62721 -1.12594 -2.09667  0.0708
H -3.39684 -1.07258 -1.25392  0.1080

Output
- Total charge: -2
- E_HOMO: -2.79 eV
- HOMO-LUMO gap: 6.55 eV
- Energy above the lowest of the compared OMol25 structures with the same formula, charge and spin: 57.87 kJ/mol

***

# 4
ORCA calculation (wB97M-V/def2-TZVPD) on C27H36CrN2O2STe as an isolated structure at a distorted geometry.

Last column: Löwdin charge in e.
CARTESIAN COORDINATES (ANGSTROEM)
Cr -1.07881 -1.12739 -0.03939  0.0798
C 0.22282 -1.65053 3.18093  -0.0824
C -0.61157 -2.87405 2.78451  -0.3734
C -1.95438 -2.85510 3.50062  -0.0852
C -0.71441 -3.03828 1.26790  -0.2835
C 0.45656 -3.34303 0.55333  -0.0588
C 0.41574 -3.76460 -0.76526  -0.0475
C -0.80143 -3.99245 -1.42254  -0.2788
C -0.83688 -4.50636 -2.83561  -0.0383
C -1.95672 -3.75303 -0.70762  -0.0442
C -1.92092 -3.24344 0.59742  -0.1127
H 0.36165 -1.62070 4.26437  0.0813
H -0.30467 -0.74261 2.87246  0.0185
H 1.21566 -1.66048 2.72008  0.0707
H -0.06771 -3.76662 3.11272  0.1412
H -2.52527 -1.96400 3.23032  0.0199
H -1.78330 -2.84554 4.57907  0.0821
H -2.55546 -3.73911 3.27295  0.0809
H 1.41263 -3.23734 1.05315  0.1238
H 1.34671 -3.96360 -1.28712  0.1207
H -0.54916 -5.55889 -2.87777  0.0849
H -0.14736 -3.95170 -3.47627  0.0729
H -1.83651 -4.41584 -3.26015  0.0804
H -2.92227 -3.91070 -1.17171  0.1292
H -2.85247 -3.11935 1.13110  0.1119
C 0.04689 2.71804 4.00635  -0.0735
C 1.43769 2.60243 3.41332  -0.1983
N 1.73402 3.63153 2.41189  -0.0470
C 1.84218 5.01066 2.89797  -0.1994
C 0.64105 5.86479 2.53117  -0.0676
C 2.02438 3.43221 1.11334  -0.4217
O 2.43308 4.32408 0.37823  0.0598
C 1.93154 2.04560 0.52057  -0.0976
C 3.02298 1.55174 -0.16199  0.0077
C 2.92905 0.33173 -0.80599  -0.0293
C 1.72220 -0.34604 -0.74343  -0.1230
N 0.65620 0.12632 -0.09430  -0.0245
C 0.74848 1.30909 0.51485  -0.0901
H -0.14792 1.87115 4.66612  0.0781
H -0.72500 2.69896 3.23661  0.0525
H -0.05607 3.63565 4.59146  0.0707
H 1.59028 1.61716 2.97553  0.1072
H 2.18897 2.71042 4.20107  0.1199
H 2.74633 5.44709 2.47693  0.1174
H 1.96309 4.95164 3.98027  0.1163
H 0.56216 5.96251 1.44880  0.0747
H 0.74652 6.86493 2.95548  0.0760
H -0.28438 5.42813 2.90839  0.0690
H 3.93734 2.13342 -0.18915  0.1299
H 3.75495 -0.09070 -1.36101  0.1106
H 1.60420 -1.29817 -1.25007  0.1062
H -0.17467 1.65143 0.98049  0.0194
C -3.26166 1.12889 -3.02757  -0.2235
S -1.93796 0.33191 -2.18497  0.8161
O -2.46494 -1.06758 -1.82430  -0.5909
C -0.85945 0.04310 -3.59340  -0.3844
C 0.20312 0.91686 -3.76078  -0.0897
C 1.10402 0.71405 -4.79956  -0.0732
C 0.93477 -0.36642 -5.65458  -0.0778
C -0.13222 -1.24323 -5.47383  -0.0733
C -1.03314 -1.04608 -4.43627  -0.0732
H -3.57068 0.48769 -3.85291  0.0674
H -2.92354 2.10343 -3.37962  0.0704
H -4.05044 1.24330 -2.28320  0.0611
H 0.32784 1.75586 -3.08101  0.1165
H 1.93508 1.39465 -4.93162  0.1076
H 1.63933 -0.53158 -6.45935  0.1043
H -0.26052 -2.08301 -6.14526  0.1067
H -1.85212 -1.73419 -4.25860  0.1112
Te -2.68552 0.41132 1.26645  0.1877

Output
- E_HOMO (spin up / spin down): -5.42 / -5.74 eV
- HOMO-LUMO gap (spin up / spin down): 5.64 / 5.88 eV
- 2S+1: 5
- Energy above the lowest of the compared OMol25 structures with the same formula, charge and spin: 70.67 kJ/mol